(1)
{"formula": "C39H82ClF2O9PSi2", "method": "ωB97M-V with the def2-TZVPD basis set", "e_lumo_ev": 0.583, "smiles": "CCP(C)[Si@@](Cl)(CCCCCCCCOC)C(F)(F)CC[Si](C)(C)c1ccccc1.COCCOC.COCCOC.COCCOC.COCCOC", "elements": ["C", "C", "P", "C", "Si", "Cl", "C", "C", "C", "C", "C", "C", "C", "C", "O", "C", "C", "F", "F", "C", "C", "Si", "C", "C", "C", "C", "C", "C", "C", "C", "H", "H", "H", "H", "H", "H", "H", "H", "H", "H", "H", "H", "H", "H", "H", "H", "H", "H", "H", "H", "H", "H", "H", "H", "H", "H", "H", "H", "H", "H", "H", "H", "H", "H", "H", "H", "H", "H", "H", "H", "H", "H", "C", "O", "C", "C", "O", "C", "H", "H", "H", "H", "H", "H", "H", "H", "H", "H", "C", "O", "C", "C", "O", "C", "H", "H", "H", "H", "H", "H", "H", "H", "H", "H", "C", "O", "C", "C", "O", "C", "H", "H", "H", "H", "H", "H", "H", "H", "H", "H", "C", "O", "C", "C", "O", "C", "H", "H", "H", "H", "H", "H", "H", "H", "H", "H"], "coordinates": [[5.355, -0.187, -0.036], [4.749, 1.228, -0.258], [3.663, 1.714, 1.153], [2.231, 0.522, 1.113], [2.795, 3.732, 0.852], [1.899, 3.992, -1.046], [1.392, 3.843, 2.125], [0.012, 3.438, 1.507], [-0.724, 4.701, 1.051], [-1.932, 4.416, 0.138], [-2.664, 5.762, -0.105], [-3.559, 5.770, -1.370], [-4.988, 5.285, -1.027], [-5.148, 3.782, -1.239], [-4.793, 3.442, -2.573], [-5.679, 2.506, -3.166], [4.190, 5.024, 1.203], [5.393, 4.365, 1.143], [4.025, 5.416, 2.523], [4.172, 6.300, 0.348], [5.546, 6.688, -0.289], [5.646, 6.074, -2.079], [5.639, 4.177, -2.055], [4.167, 6.791, -3.011], [7.280, 6.537, -2.923], [8.454, 6.745, -2.236], [9.598, 7.034, -2.947], [9.563, 7.101, -4.308], [8.397, 6.918, -5.010], [7.254, 6.629, -4.300], [5.960, -0.448, -0.908], [4.605, -0.943, 0.187], [6.074, -0.089, 0.782], [5.600, 1.909, -0.236], [4.258, 1.218, -1.235], [1.698, 0.630, 2.059], [2.634, -0.489, 1.055], [1.578, 0.736, 0.264], [1.611, 3.093, 2.892], [1.304, 4.845, 2.549], [0.123, 2.695, 0.715], [-0.572, 2.983, 2.315], [-1.036, 5.254, 1.944], [-0.068, 5.358, 0.468], [-1.610, 3.982, -0.813], [-2.577, 3.710, 0.673], [-3.220, 5.974, 0.813], [-1.879, 6.518, -0.225], [-3.602, 6.811, -1.701], [-3.079, 5.156, -2.132], [-5.178, 5.479, 0.036], [-5.728, 5.869, -1.581], [-6.184, 3.503, -1.010], [-4.489, 3.237, -0.550], [-6.480, 3.034, -3.700], [-5.124, 1.873, -3.861], [-6.153, 1.859, -2.418], [3.366, 6.286, -0.387], [3.942, 7.118, 1.037], [6.381, 6.394, 0.347], [5.535, 7.784, -0.347], [6.107, 3.862, -2.994], [4.642, 3.747, -1.954], [6.323, 3.887, -1.253], [3.545, 5.996, -3.434], [4.501, 7.452, -3.815], [3.508, 7.379, -2.365], [8.472, 6.663, -1.154], [10.540, 7.183, -2.429], [10.464, 7.305, -4.880], [8.338, 6.984, -6.090], [6.321, 6.466, -4.831], [4.674, -1.262, 4.471], [4.978, -1.773, 3.184], [5.999, -2.760, 3.207], [5.428, -4.159, 3.109], [4.661, -4.494, 4.258], [3.265, -4.375, 4.046], [3.738, -0.710, 4.399], [4.557, -2.060, 5.207], [5.461, -0.575, 4.800], [6.619, -2.657, 4.102], [6.636, -2.582, 2.334], [6.254, -4.874, 3.056], [4.831, -4.268, 2.198], [2.900, -5.211, 3.440], [3.008, -3.433, 3.555], [2.775, -4.407, 5.018], [-7.304, 0.191, 0.562], [-6.910, -0.343, -0.691], [-5.827, -1.256, -0.584], [-6.298, -2.694, -0.648], [-7.090, -3.037, 0.477], [-8.482, -3.026, 0.200], [-8.272, 0.672, 0.432], [-7.399, -0.588, 1.322], [-6.579, 0.941, 0.898], [-5.257, -1.076, 0.332], [-5.164, -1.066, -1.435], [-5.422, -3.350, -0.636], [-6.844, -2.878, -1.578], [-8.758, -3.910, -0.383], [-8.781, -2.125, -0.341], [-9.015, -3.055, 1.150], [5.559, -7.197, 0.625], [5.659, -7.518, 2.002], [4.394, -7.723, 2.618], [4.082, -9.195, 2.778], [3.910, -9.837, 1.522], [5.052, -10.570, 1.113], [6.550, -7.302, 0.185], [4.871, -7.865, 0.102], [5.226, -6.161, 0.501], [3.602, -7.219, 2.055], [4.446, -7.265, 3.611], [3.137, -9.296, 3.321], [4.861, -9.693, 3.363], [5.128, -11.500, 1.685], [5.970, -9.991, 1.235], [4.931, -10.816, 0.059], [-11.357, -4.911, -2.411], [-11.269, -5.178, -1.021], [-12.535, -5.441, -0.430], [-12.760, -6.924, -0.226], [-12.856, -7.616, -1.462], [-11.660, -8.289, -1.815], [-10.351, -4.967, -2.826], [-11.990, -5.637, -2.925], [-11.750, -3.902, -2.577], [-13.340, -5.007, -1.030], [-12.540, -4.948, 0.547], [-13.711, -7.066, 0.297], [-11.967, -7.351, 0.397], [-11.541, -9.193, -1.209], [-10.783, -7.650, -1.691], [-11.736, -8.577, -2.863]]}

(2)
{"formula": "C39H85ClN2O8P", "method": "ωB97M-V with the def2-TZVPD basis set", "e_lumo_ev": 1.609, "total_charge": -1, "elements": ["C", "C", "C", "C", "C", "C", "C", "C", "C", "C", "C", "C", "C", "C", "C", "C", "C", "C", "C", "C", "C", "C", "O", "P", "C", "C", "O", "Cl", "O", "C", "C", "C", "O", "H", "H", "H", "H", "H", "H", "H", "H", "H", "H", "H", "H", "H", "H", "H", "H", "H", "H", "H", "H", "H", "H", "H", "H", "H", "H", "H", "H", "H", "H", "H", "H", "H", "H", "H", "H", "H", "H", "H", "H", "H", "H", "H", "H", "H", "H", "H", "H", "H", "H", "H", "H", "H", "H", "H", "C", "O", "C", "C", "N", "C", "C", "O", "C", "H", "H", "H", "H", "H", "H", "H", "H", "H", "H", "H", "H", "H", "H", "H", "C", "O", "C", "C", "N", "C", "C", "O", "C", "H", "H", "H", "H", "H", "H", "H", "H", "H", "H", "H", "H", "H", "H", "H"], "coordinates": [[-1.639, 7.077, -5.725], [-1.181, 5.995, -4.613], [-2.026, 6.120, -3.247], [-1.503, 5.050, -2.149], [-1.874, 3.527, -2.553], [-2.635, 2.764, -1.347], [-1.499, 2.261, -0.327], [-2.108, 1.560, 0.991], [-3.042, 0.285, 0.633], [-2.177, -1.080, 0.553], [-2.734, -2.042, 1.741], [-1.557, -2.935, 2.396], [-1.900, -4.486, 2.015], [-0.493, -5.256, 1.947], [0.128, -5.354, 0.461], [0.968, -6.750, 0.413], [2.503, -6.371, 0.669], [2.828, -5.791, 2.132], [2.273, -6.671, 3.348], [1.982, -5.815, 4.686], [3.377, -5.545, 5.436], [3.700, -4.007, 5.890], [4.582, -3.897, 7.058], [4.748, -5.606, 7.478], [6.416, -5.014, 8.288], [7.543, -4.760, 7.167], [8.421, -5.602, 6.867], [7.613, -3.184, 6.177], [4.123, -5.493, 9.088], [2.756, -5.063, 9.159], [1.713, -6.274, 9.474], [0.261, -5.717, 9.027], [3.295, -6.249, 6.723], [-2.571, 7.653, -5.393], [-1.937, 6.530, -6.696], [-0.787, 7.780, -6.034], [-1.284, 4.968, -5.105], [-0.093, 6.230, -4.322], [-1.929, 7.184, -2.816], [-3.146, 5.943, -3.392], [-1.917, 5.239, -1.106], [-0.357, 5.112, -2.166], [-0.938, 2.918, -2.790], [-2.532, 3.514, -3.484], [-3.392, 3.416, -0.800], [-3.216, 1.909, -1.835], [-0.763, 1.530, -0.832], [-0.901, 3.176, 0.040], [-2.700, 2.294, 1.650], [-1.227, 1.201, 1.622], [-3.576, 0.397, -0.372], [-3.866, 0.250, 1.430], [-1.056, -0.908, 0.664], [-2.402, -1.562, -0.470], [-3.197, -1.432, 2.603], [-3.556, -2.679, 1.256], [-0.520, -2.637, 2.003], [-1.649, -2.878, 3.528], [-2.535, -4.941, 2.861], [-2.473, -4.564, 1.029], [0.251, -4.630, 2.563], [-0.568, -6.278, 2.449], [-0.738, -5.342, -0.281], [0.876, -4.510, 0.235], [0.552, -7.539, 1.119], [0.847, -7.183, -0.651], [2.763, -5.525, -0.073], [3.227, -7.222, 0.427], [3.973, -5.755, 2.244], [2.435, -4.718, 2.188], [1.297, -7.227, 3.119], [3.054, -7.485, 3.581], [1.397, -4.856, 4.497], [1.360, -6.486, 5.375], [4.140, -5.976, 4.685], [2.645, -3.686, 6.257], [3.873, -3.239, 5.055], [5.264, -6.951, 7.713], [5.547, -5.685, 6.274], [6.200, -4.011, 8.793], [6.844, -5.763, 9.033], [2.387, -4.431, 8.291], [2.681, -4.381, 10.092], [1.955, -7.168, 8.816], [1.673, -6.504, 10.590], [-0.092, -6.251, 8.072], [-0.531, -5.824, 9.849], [0.295, -4.597, 8.750], [-5.438, 6.419, -6.529], [-4.757, 7.306, -7.403], [-5.169, 7.180, -8.765], [-5.948, 8.417, -9.210], [-7.258, 8.480, -8.562], [-7.942, 9.764, -8.733], [-7.274, 11.011, -8.134], [-7.238, 11.024, -6.711], [-6.147, 10.322, -6.139], [-4.942, 6.455, -5.556], [-6.479, 6.723, -6.394], [-5.392, 5.390, -6.898], [-5.737, 6.261, -8.941], [-4.253, 7.118, -9.361], [-6.086, 8.387, -10.296], [-5.340, 9.295, -8.964], [-7.145, 8.312, -7.569], [-8.926, 9.655, -8.265], [-8.121, 9.930, -9.801], [-7.888, 11.871, -8.420], [-6.280, 11.202, -8.553], [-5.248, 10.363, -6.762], [-6.426, 9.285, -5.941], [-5.916, 10.782, -5.175], [5.246, -0.031, -3.384], [5.869, -0.559, -2.225], [5.892, 0.357, -1.127], [4.957, -0.113, -0.013], [3.555, 0.014, -0.409], [2.620, -0.660, 0.496], [2.736, -2.186, 0.630], [2.380, -2.902, -0.549], [3.423, -3.035, -1.499], [5.432, -0.720, -4.211], [4.165, 0.054, -3.246], [5.667, 0.944, -3.649], [5.664, 1.380, -1.440], [6.916, 0.351, -0.742], [5.133, 0.490, 0.884], [5.214, -1.153, 0.216], [3.435, -0.378, -1.336], [1.614, -0.433, 0.127], [2.700, -0.206, 1.489], [2.013, -2.496, 1.392], [3.715, -2.506, 1.001], [4.410, -3.100, -1.033], [3.392, -2.207, -2.212], [3.250, -3.952, -2.067]]}